Version P
The following is a DFT calculation (ωB97M-V/def2-TZVPD) of 3 unconnected molecules or ions with the total composition C5H18NO2.

```
26
Properties=species:S:1:pos:R:3:lowdin_charge:R:1
C -1.03 1.46 -0.31 -0.0172
C -0.18 0.19 -0.44 -0.3006
C 1.29 0.27 -0.09 -0.4010
C 2.14 0.73 -1.27 -0.0447
C 1.58 1.13 1.15 -0.0516
N -0.78 -0.87 0.51 0.2173
H -1.56 1.52 0.64 0.0850
H -1.70 1.54 -1.16 0.0932
H -0.40 2.35 -0.31 0.0856
H -0.36 -0.21 -1.42 0.1345
H 1.68 -0.72 0.16 0.1297
H 3.15 0.90 -0.90 0.0903
H 1.75 1.60 -1.77 0.0841
H 2.24 -0.03 -2.06 0.0867
H 1.07 0.83 2.05 0.0737
H 1.41 2.19 0.93 0.0872
H 2.65 1.04 1.37 0.0910
H -0.29 -1.74 0.33 0.1120
H -1.78 -1.00 0.40 0.1291
H -0.55 -0.54 1.44 0.1492
H -3.73 -0.15 2.45 0.0612
H -4.43 -0.76 1.31 0.0611
O -3.64 -0.23 1.49 -0.0566
H 0.35 -2.88 -2.21 0.0731
H 0.75 -3.74 -1.04 0.0752
O 0.36 -2.87 -1.24 -0.0474
```

Calculated values
LUMO	-0.104	hartree
Kohn-Sham gap	12.28	eV
total charge	+1


Version Q
The following is a DFT calculation (ωB97M-V/def2-TZVPD) of 3 unconnected molecules or ions with the total composition C5H18NO2.

```
26
Properties=species:S:1:pos:R:3:lowdin_charge:R:1
C -0.30 0.06 0.01 -0.1566
C 0.05 -0.08 -1.48 -0.1668
C 1.57 0.22 -1.91 -0.3555
C 1.50 1.67 -2.48 -0.0745
C 2.55 0.23 -0.74 -0.0734
N -1.74 -0.32 0.32 0.1706
H -0.10 1.08 0.39 0.1408
H 0.33 -0.60 0.59 0.1177
H -0.58 0.42 -2.21 0.1045
H -0.08 -1.13 -1.78 0.1138
H 1.85 -0.70 -2.47 0.1397
H 0.66 1.73 -3.19 0.0695
H 2.17 1.72 -3.36 0.0961
H 1.41 2.40 -1.69 0.0863
H 2.05 0.19 0.23 0.0459
H 3.28 -0.56 -0.75 0.0772
H 3.01 1.24 -0.67 0.0901
H -2.32 -0.19 -0.51 0.1628
H -1.76 -1.36 0.31 0.1543
H -2.11 0.15 1.16 0.1643
H -2.87 -1.50 3.13 0.0395
H -3.13 -2.73 2.41 0.0746
O -2.84 -1.82 2.21 -0.0732
H -0.15 -0.29 4.05 0.0527
H -1.33 0.55 4.31 0.0529
O -1.11 -0.38 4.13 -0.0533
```

Calculated values
LUMO	-0.118	hartree
Kohn-Sham gap	10.84	eV
total charge	+1


How far above the most stable structure does each one sit? In kcal/mol: version P 0.0; version Q 44.7.